C53H70IrN3OP3S2 as an isolated structure, computed with ωB97M-V/def2-TZVPD.

```
133
Properties=species:S:1:pos:R:3:forces:R:3:lowdin_charge:R:1
Ir -0.364636 -0.091687 0.153824 -0.2200 0.1374 -0.4022 0.73
C -8.001346 -1.032193 4.287412 -0.0795 -0.0301 -0.0040 -0.39
S -7.187230 -0.523784 2.762063 0.0243 0.0161 -0.0035 0.82
C -6.355315 -2.072601 2.330116 -0.0183 -0.0022 -0.0168 -0.50
C -5.391688 -1.837561 1.169149 -0.0369 -0.0092 -0.0724 -0.25
C -4.395176 -0.704999 1.441942 -0.0146 -0.3335 0.1890 -0.24
N -2.986964 -1.091763 1.175714 0.1331 0.6360 -0.2988 -0.35
P -1.573323 -0.593794 1.987462 0.0641 -0.2764 0.2255 0.81
C -0.867178 -2.045187 2.764978 -0.0121 0.0440 0.1231 -0.34
C 0.510154 -2.225234 2.679316 0.0694 0.0345 0.1111 -0.12
C 1.109472 -3.327858 3.268222 -0.0302 -0.0218 0.0009 -0.05
C 0.325765 -4.250447 3.947260 -0.0127 -0.0017 0.0088 -0.03
C -1.050333 -4.069374 4.042956 0.0121 0.0050 0.0008 -0.03
C -1.649723 -2.966615 3.457008 -0.0698 -0.0708 -0.1280 -0.06
C -1.836811 0.626768 3.263965 0.0152 0.0582 -0.0849 -0.32
C -0.908424 1.661323 3.377198 0.0195 0.0104 0.0061 -0.11
C -0.971823 2.536232 4.450211 -0.0132 0.0000 0.0000 -0.05
C -1.961226 2.378496 5.411011 0.0002 -0.0090 0.0012 -0.03
C -2.873082 1.333693 5.314657 0.0088 0.0204 -0.0079 -0.03
C -2.808252 0.447703 4.252694 -0.0013 0.0162 0.0313 -0.06
P -2.200359 -1.334548 -0.307095 -0.1501 -0.0998 -0.0642 0.82
C -1.789164 -3.063374 -0.479903 -0.1334 -0.0601 -0.1210 -0.35
C -2.830713 -3.947788 -0.781061 0.0468 -0.0540 -0.0002 -0.07
C -2.575127 -5.305604 -0.854765 0.0193 0.0005 0.0010 -0.03
C -1.285880 -5.782947 -0.641267 -0.0109 -0.0032 0.0105 -0.03
C -0.249042 -4.905941 -0.354446 0.0296 0.0138 0.0006 -0.04
C -0.501931 -3.545744 -0.271280 -0.0523 -0.0045 -0.0060 -0.11
C -3.113398 -0.856864 -1.773736 0.0324 -0.0615 0.0537 -0.33
C -4.080950 0.152597 -1.835462 0.0102 0.0281 0.0141 -0.11
C -4.691973 0.458978 -3.038924 0.0040 -0.0078 0.0075 -0.03
C -4.335950 -0.217283 -4.198215 0.0293 -0.0165 0.0177 -0.02
C -3.366503 -1.210733 -4.151961 -0.0314 0.0091 -0.0024 -0.03
C -2.763022 -1.536593 -2.950217 0.0000 -0.0781 -0.0308 -0.08
H -8.669966 -0.224024 4.575887 0.0243 0.0102 0.0090 0.04
H -7.283704 -1.206859 5.086898 0.0105 -0.0057 -0.0147 0.04
H -8.598820 -1.926282 4.118952 -0.0031 0.0108 -0.0094 0.05
H -7.096408 -2.817100 2.039171 0.0042 -0.0224 0.0426 0.09
H -5.821223 -2.456403 3.204724 0.0317 0.0452 -0.0026 0.08
H -5.969102 -1.619908 0.267099 0.0333 0.0163 -0.0087 0.12
H -4.839927 -2.760750 0.978649 -0.0230 -0.0182 0.0457 0.10
H -4.456120 -0.398611 2.482803 0.0209 -0.1093 0.0050 0.06
H -4.634924 0.189525 0.878793 -0.0431 0.0911 -0.0416 0.09
H 1.131662 -1.487085 2.179491 -0.0297 0.0171 -0.0113 0.06
H 2.181579 -3.464623 3.207806 -0.0079 -0.0041 0.0067 0.11
H 0.787053 -5.111207 4.412919 -0.0036 0.0019 -0.0057 0.12
H -1.653269 -4.791139 4.577166 -0.0019 0.0065 0.0039 0.12
H -2.725622 -2.842118 3.519504 0.0186 -0.0022 -0.0055 0.11
H -0.115991 1.767860 2.643262 -0.0040 -0.0087 0.0204 0.08
H -0.244807 3.332483 4.543696 0.0037 -0.0030 0.0037 0.12
H -2.012191 3.059287 6.250182 -0.0010 0.0000 -0.0015 0.12
H -3.628681 1.202069 6.077054 -0.0018 -0.0004 -0.0052 0.13
H -3.504759 -0.379940 4.217289 0.0300 0.0003 0.0300 0.10
H -3.832117 -3.580449 -0.972520 0.0040 0.0063 0.0067 0.11
H -3.377117 -5.992890 -1.087738 0.0023 0.0007 0.0047 0.12
H -1.090549 -6.845319 -0.702284 0.0022 0.0016 -0.0051 0.12
H 0.753215 -5.281334 -0.194096 -0.0084 -0.0042 0.0046 0.12
H 0.311081 -2.867846 -0.041199 0.0352 0.0108 0.0258 0.06
H -4.373727 0.709143 -0.962015 0.0031 0.0154 0.1161 0.07
H -5.454081 1.225789 -3.068597 0.0024 -0.0029 -0.0043 0.12
H -4.820716 0.023969 -5.134762 0.0039 -0.0003 -0.0008 0.13
H -3.094847 -1.750320 -5.049219 -0.0038 0.0033 -0.0007 0.12
H -2.043017 -2.344742 -2.931178 0.0079 0.0439 0.0165 0.09
N -1.744984 3.964461 1.092235 -0.0663 0.0407 -0.0871 0.19
C -0.946639 3.094128 0.506121 0.0540 -0.0602 -0.0357 -0.71
S -1.727133 1.706764 -0.248683 0.0676 -0.0394 0.1795 0.79
N 0.353610 3.265102 0.410953 0.0493 -0.0675 0.0558 0.09
C 1.105123 4.407400 0.857348 -0.0312 -0.0058 0.0493 -0.25
C 2.282663 4.179161 1.555146 -0.0541 0.0340 0.0869 -0.02
C 3.059531 5.257939 1.948287 0.0037 -0.0038 0.0062 -0.04
C 2.656096 6.553147 1.649304 0.0059 -0.0092 0.0038 -0.04
C 1.484765 6.769272 0.938634 -0.0146 0.0055 -0.0114 -0.04
C 0.705103 5.695521 0.527333 0.0673 0.0176 -0.0898 -0.03
H -2.721653 3.746703 1.210478 0.0072 -0.0052 0.0375 0.13
H -1.394041 4.837968 1.459980 0.0200 0.0221 -0.0101 0.13
H 0.860520 2.527305 -0.076052 -0.0363 0.1044 -0.1452 0.07
H 2.580225 3.166369 1.794265 0.0145 -0.0494 0.0076 0.10
H 3.977990 5.087929 2.494059 -0.0051 0.0047 0.0002 0.12
H 3.260403 7.393650 1.961841 0.0005 -0.0027 -0.0024 0.12
H 1.183418 7.775768 0.681676 -0.0024 -0.0035 0.0051 0.12
H -0.163525 5.871301 -0.096274 -0.0267 -0.0234 0.0239 0.13
O 1.047872 0.795470 -1.075048 0.1515 0.0382 0.2498 -0.54
P 2.299474 0.440378 -1.946389 -0.0068 -0.0743 -0.1340 0.91
C 1.748277 -0.607512 -3.305623 0.0369 0.0374 -0.0263 -0.34
C 2.907617 -0.966391 -4.278768 0.0018 0.0128 -0.0115 -0.16
C 3.233886 -2.455433 -4.216816 0.0077 -0.0163 0.0238 -0.18
C 2.023313 -3.309480 -4.619669 -0.0037 0.0020 0.0104 -0.16
C 0.694835 -2.708914 -4.118565 0.0010 0.0125 -0.0187 -0.17
C 0.935323 -1.837470 -2.889701 -0.0293 0.0038 -0.0147 -0.22
C 3.552666 -0.320174 -0.888115 0.0579 0.0634 0.0066 -0.33
C 4.008154 0.706899 0.188508 0.0547 0.0034 -0.0374 -0.16
C 3.376261 0.418718 1.546384 -0.0219 0.0072 0.0287 -0.20
C 3.832573 -0.942319 2.083770 0.0262 -0.0004 -0.0130 -0.17
C 4.027985 -1.959462 0.948820 -0.0128 -0.0179 0.0073 -0.16
C 3.127247 -1.652664 -0.245723 -0.0283 0.0241 -0.0100 -0.19
C 2.937413 1.951759 -2.749771 -0.0066 0.0076 0.0001 -0.32
C 4.488248 2.078275 -2.863944 0.0100 -0.0266 -0.0157 -0.16
C 5.022377 3.338545 -2.185047 0.0032 0.0047 0.0072 -0.19
C 4.370735 4.608868 -2.737215 -0.0019 0.0016 -0.0009 -0.16
C 2.854775 4.434316 -2.958527 -0.0087 0.0050 -0.0089 -0.16
C 2.309783 3.235723 -2.185626 0.0426 0.0079 0.0338 -0.21
H 1.058766 0.071619 -3.825393 -0.0108 -0.0097 0.0094 0.13
H 3.802928 -0.368248 -4.085125 0.0004 -0.0175 0.0172 0.10
H 2.598030 -0.709299 -5.293303 0.0067 0.0000 -0.0028 0.13
H 3.562446 -2.716964 -3.205188 -0.0046 0.0091 -0.0052 0.10
H 4.080256 -2.673498 -4.867074 -0.0053 -0.0025 -0.0070 0.13
H 2.149955 -4.318586 -4.225257 -0.0019 0.0016 0.0028 0.12
H 1.988345 -3.407972 -5.704868 0.0054 0.0023 -0.0014 0.12
H -0.019942 -3.502488 -3.891450 0.0149 -0.0111 0.0049 0.11
H 0.238078 -2.090951 -4.898068 -0.0026 -0.0085 0.0053 0.12
H 1.456404 -2.427278 -2.136743 0.0186 -0.0245 0.0308 0.09
H -0.007845 -1.509091 -2.445507 -0.0209 0.0027 -0.0022 0.06
H 4.395019 -0.522965 -1.556064 -0.0017 -0.0794 0.0208 0.13
H 3.804370 1.731562 -0.129789 -0.0554 -0.0013 0.0257 0.08
H 5.093940 0.646342 0.290273 -0.0036 0.0097 -0.0091 0.14
H 2.277680 0.454821 1.458905 0.0016 -0.0078 -0.0196 0.07
H 3.641739 1.201245 2.258604 0.0034 0.0056 -0.0067 0.11
H 3.109737 -1.309467 2.812559 0.0317 -0.0008 0.0357 0.08
H 4.767836 -0.821389 2.631018 0.0138 0.0023 -0.0260 0.13
H 3.856150 -2.976798 1.302186 -0.0314 0.0074 0.0037 0.11
H 5.063509 -1.940617 0.600026 -0.0032 0.0032 -0.0020 0.13
H 2.073633 -1.610421 0.083014 0.0160 0.0365 0.0377 0.07
H 3.183387 -2.456743 -0.977847 -0.0040 -0.0079 -0.0144 0.11
H 2.541533 1.842538 -3.765281 -0.0112 0.0028 0.0072 0.12
H 4.745756 2.111542 -3.924122 -0.0033 0.0154 -0.0009 0.13
H 5.005897 1.205249 -2.466100 -0.0058 0.0030 -0.0011 0.09
H 6.102821 3.381449 -2.322950 0.0012 0.0064 0.0001 0.13
H 4.864511 3.275491 -1.104056 -0.0044 0.0141 -0.0158 0.10
H 4.848223 4.885757 -3.677488 -0.0052 -0.0048 -0.0040 0.12
H 4.558404 5.432467 -2.047404 0.0003 -0.0010 0.0003 0.11
H 2.637870 4.283005 -4.019408 0.0016 0.0018 0.0006 0.12
H 2.316349 5.336210 -2.665663 0.0110 0.0038 0.0048 0.11
H 1.221449 3.189660 -2.260487 0.0068 -0.0006 -0.0274 0.11
H 2.570755 3.348413 -1.128150 -0.0235 0.0045 0.0036 0.09
```
Forces are in eV/Å.

Summary:
HOMO level: -14.197 eV
Total charge: +3
Relative energy (zero: lowest compared OMol25 entry of this formula, charge and spin): 0.0 kJ/mol
Kohn-Sham gap: 5.00 eV
DFT total energy: -114972.7662 eV
2S+1: 1

C11H19Cl3O2Zr as an isolated structure, computed with ωB97M-V/def2-TZVPD.

```
36
Properties=species:S:1:pos:R:3:forces:R:3:lowdin_charge:R:1
C -0.680961 0.841321 -1.254047 1.1548 -1.2844 0.1248 -0.30
C -0.840518 -0.552749 -1.553526 2.1115 0.8498 0.2805 -0.29
C 0.467546 -1.128846 -1.663699 -0.7467 1.6809 0.2508 -0.32
C -2.113810 -1.213994 -1.829186 -0.5928 -1.2663 0.2915 -0.15
C 1.419958 -0.095839 -1.397316 -1.5793 0.2120 -0.6087 -0.29
C 0.718058 1.126794 -1.231474 -0.5437 -1.5385 0.3615 -0.30
C 1.363856 2.437035 -1.065292 0.0014 0.0955 -0.2573 -0.11
C -1.763191 1.839780 -1.276318 -0.2328 0.2830 -0.4943 -0.11
C 0.758987 -2.519028 -2.081409 -0.0828 -0.2773 0.0417 -0.10
C 2.873919 -0.241809 -1.186444 0.1526 -0.0329 -0.0564 -0.10
Zr -0.612730 0.009149 2.255793 0.0896 0.0976 -2.6831 1.13
Cl -2.613708 -3.476770 0.303464 -0.3081 -0.8813 0.7921 -0.56
Cl -2.998354 0.063106 2.473520 -0.0861 0.1788 -0.1192 -0.14
Cl 0.503857 -1.941424 1.440969 0.0197 0.4813 0.5564 -0.02
H -2.942555 -0.515284 -1.676393 -0.1303 -0.1915 -0.1904 0.05
H -2.275297 -2.103373 -1.141580 0.0458 1.1806 -1.0174 -0.13
H -2.121850 -1.604537 -2.858852 -0.2938 0.1010 -0.0871 0.06
H -0.032317 -3.190373 -1.708805 0.3995 -0.0376 -0.0592 0.06
H 1.747201 -2.816904 -1.697753 -0.2195 -0.2639 -0.0458 0.05
H 0.792326 -2.611757 -3.186267 0.0241 -0.1086 0.2111 0.06
H 3.070547 -1.130995 -0.580370 0.2818 -0.0180 0.0327 0.05
H 3.236179 0.647013 -0.665561 0.2723 -0.1646 0.1812 0.04
H 3.448460 -0.306487 -2.114069 0.2527 -0.1782 -0.1677 0.05
H 2.322749 2.318442 -0.565547 0.1360 0.3276 0.2944 0.04
H 0.724895 3.129854 -0.528684 0.0061 0.2811 0.2743 0.04
H 1.573902 2.867678 -2.046237 0.1459 0.4085 -0.2148 0.06
H -2.716484 1.428348 -0.926397 0.1125 0.2411 0.1200 0.05
H -1.908564 2.153568 -2.320600 -0.3252 0.2984 -0.0504 0.06
H -1.483866 2.732550 -0.712467 -0.2233 0.0748 0.1872 0.05
O 0.125667 1.765436 1.642497 -0.3670 -0.2476 1.2822 -0.44
H 0.126892 2.630884 2.075999 0.0185 -0.4470 -0.1960 0.00
C -0.008347 -0.094046 5.450624 -0.2731 -0.6216 0.4140 -0.21
O -0.337257 -0.094974 4.113250 0.7663 0.0886 0.6221 -0.54
H -0.837407 0.345487 5.998748 0.0305 0.4596 0.3242 0.07
H 0.940059 0.417262 5.650339 -0.1637 0.1408 -0.0365 0.08
H 0.072169 -1.114534 5.863107 0.1465 0.0781 -0.3584 0.08
```
Forces are in eV/Å.

Summary:
HOMO level: 0.753 eV
Total charge: -2
Kohn-Sham gap: 3.76 eV
DFT total energy: -54662.9319 eV
2S+1: 1